The following is a quantum chemistry calculation of a 8-piece molecular cluster, C35H90B2NO10S7 overall, from OMol25.

CARTESIAN COORDINATES (ANGSTROEM)
C (-2.4354, 6.7944, 3.5598)
C (-3.4675, 6.0761, 2.7066)
C (-3.7676, 6.7975, 1.3899)
C (-3.9246, 5.8565, 0.2101)
C (-3.9233, 6.5724, -1.1266)
C (-4.4499, 5.7472, -2.3043)
C (-3.3326, 5.2386, -3.2121)
C (-2.4057, 4.1957, -2.5760)
C (-2.7552, 2.7684, -2.9579)
C (-1.8467, 1.7426, -2.2957)
C (-0.3449, 1.9387, -2.5861)
C (0.4713, 2.4637, -1.3992)
B (2.0809, 2.0830, -1.3154)
C (2.9141, 2.1645, -2.7529)
C (2.5317, 3.2225, -3.7910)
C (2.4258, 4.6424, -3.2803)
N (3.7580, 5.2715, -3.1939)
C (2.3112, 0.5306, -0.7060)
C (1.2517, -0.5096, -1.0556)
C (1.5394, -1.8515, -0.4227)
O (0.8926, -2.9646, -1.0247)
C (-0.5067, -3.0282, -0.8056)
B (2.7648, 3.1235, -0.1100)
O (3.8627, 4.0134, -0.2672)
O (2.2000, 3.1591, 1.1619)
C (2.8473, 3.7915, 2.2481)
C (2.3017, 5.1789, 2.4725)
H (-2.6194, 7.8634, 3.5868)
H (-2.4198, 6.4062, 4.5718)
H (-1.4446, 6.6311, 3.1482)
H (-4.3851, 5.9416, 3.2698)
H (-3.0958, 5.0767, 2.5003)
H (-4.6996, 7.3386, 1.5191)
H (-2.9731, 7.5087, 1.1802)
H (-4.8674, 5.3237, 0.3035)
H (-3.1263, 5.1200, 0.2612)
H (-4.5628, 7.4444, -1.0196)
H (-2.9264, 6.9380, -1.3621)
H (-5.1187, 6.3588, -2.8992)
H (-5.0079, 4.9032, -1.9167)
H (-3.7434, 4.8346, -4.1376)
H (-2.7333, 6.0967, -3.5064)
H (-2.4336, 4.2547, -1.4924)
H (-1.3798, 4.4065, -2.8553)
H (-3.7656, 2.5874, -2.5930)
H (-2.7428, 2.6548, -4.0406)
H (-2.0207, 1.8247, -1.2239)
H (-2.1606, 0.7458, -2.6004)
H (-0.2887, 2.6329, -3.4194)
H (0.0530, 0.9922, -2.9380)
H (0.2857, 3.5369, -1.3365)
H (0.0041, 2.0638, -0.4977)
H (3.9880, 2.2617, -2.5668)
H (2.8200, 1.1993, -3.2614)
H (3.2824, 3.2541, -4.5865)
H (1.6059, 2.9650, -4.2929)
H (1.8226, 5.2227, -3.9778)
H (1.9145, 4.6769, -2.3208)
H (4.4324, 4.5406, -3.0069)
H (3.7856, 5.8852, -2.3923)
H (3.2593, 0.1616, -1.1070)
H (2.4261, 0.5343, 0.3829)
H (0.2627, -0.1539, -0.7767)
H (1.2618, -0.6824, -2.1309)
H (2.6034, -2.0417, -0.5272)
H (1.3214, -1.8323, 0.6494)
H (-0.8009, -2.3823, 0.0194)
H (-0.7552, -4.0512, -0.5553)
H (-1.0521, -2.7042, -1.6886)
H (4.6939, 3.5319, -0.2837)
H (2.6329, 3.1923, 3.1313)
H (3.9261, 3.8107, 2.1279)
H (1.2452, 5.0979, 2.7095)
H (2.3914, 5.7833, 1.5784)
H (2.7813, 5.6671, 3.3146)
C (-8.1663, 8.0513, -2.4664)
S (-8.3223, 7.4594, -0.7802)
O (-7.2218, 6.4935, -0.5173)
C (-9.8159, 6.5054, -1.0814)
H (-7.2409, 8.6211, -2.5311)
H (-8.1382, 7.2061, -3.1572)
H (-9.0117, 8.7015, -2.6948)
H (-9.6132, 5.7691, -1.8591)
H (-10.6223, 7.1736, -1.3847)
H (-10.0790, 6.0077, -0.1506)
C (1.1283, -7.0024, 2.8446)
S (0.6286, -5.5575, 1.9109)
O (-0.5943, -5.9380, 1.1444)
C (2.0004, -5.5862, 0.7751)
H (0.3703, -7.1901, 3.6032)
H (1.1988, -7.8605, 2.1754)
H (2.0936, -6.8103, 3.3135)
H (2.0030, -6.5301, 0.2264)
H (2.9159, -5.4715, 1.3547)
H (1.8690, -4.7550, 0.0797)
C (-1.7214, -10.2633, 2.8541)
S (-0.3247, -11.3876, 2.7485)
O (0.7911, -10.7541, 3.5004)
C (0.0001, -11.1032, 1.0050)
H (-2.0516, -10.2502, 3.8904)
H (-1.4076, -9.2647, 2.5486)
H (-2.5261, -10.6261, 2.2151)
H (0.1811, -10.0411, 0.8404)
H (-0.8527, -11.4433, 0.4181)
H (0.8837, -11.6793, 0.7389)
C (6.8994, -7.3689, 2.5624)
S (5.5488, -6.6469, 1.6484)
O (4.4674, -6.3806, 2.6462)
C (5.0881, -8.1453, 0.7726)
H (7.2952, -6.6024, 3.2242)
H (6.5086, -8.1978, 3.1497)
H (7.6822, -7.6973, 1.8787)
H (4.8509, -8.9247, 1.4970)
H (5.9146, -8.4501, 0.1314)
H (4.2140, -7.9206, 0.1647)
C (-7.7077, 3.5902, -6.3117)
S (-8.5056, 4.2553, -4.8484)
O (-7.9449, 5.6218, -4.6476)
C (-7.6933, 3.1768, -3.6761)
H (-8.0518, 4.1689, -7.1663)
H (-6.6277, 3.6870, -6.2033)
H (-7.9919, 2.5451, -6.4327)
H (-6.6201, 3.2977, -3.7702)
H (-7.9860, 2.1446, -3.8711)
H (-8.0126, 3.4745, -2.6786)
C (7.7902, -3.0003, -0.0589)
S (8.6288, -2.8426, 1.5206)
O (8.8842, -4.2242, 2.0105)
C (7.2017, -2.2294, 2.4203)
H (8.5010, -3.4234, -0.7653)
H (6.9341, -3.6655, 0.0547)
H (7.4716, -2.0158, -0.4003)
H (6.3895, -2.9525, 2.3448)
H (6.8999, -1.2664, 2.0092)
H (7.4980, -2.1097, 3.4600)
C (4.1854, -6.9348, 5.9296)
S (5.0360, -8.4615, 6.3371)
O (6.0989, -8.6135, 5.3083)
C (3.7001, -9.5598, 5.8520)
H (4.8771, -6.1168, 6.1180)
H (3.9145, -6.9482, 4.8733)
H (3.3052, -6.8295, 6.5644)
H (3.4401, -9.3786, 4.8092)
H (2.8387, -9.3889, 6.4973)
H (4.0539, -10.5809, 5.9750)

Output
E_tot   -136917.033 eV
Total charge   -1
HOMO-LUMO gap   0.2132 Eh

Mulliken atomic charge list, values in e, 99 entries: C -1.35; C -0.36; C -0.82; C -0.32; C -0.82; C -0.11; C -1.48; C 1.02; C -0.86; C -1.30; C -0.31; C -1.45; B 0.80; C -0.53; C -1.45; C 0.01; N -0.84; C -1.41; C 0.44; C -0.83; O -0.48; C -0.86; B 0.32; O -0.55; O -0.54; C -0.26; C -1.09; H 0.35; H 0.40; H 0.28; H 0.36; H 0.33; H 0.27; H 0.44; H 0.21; H 0.29; H 0.37; H 0.52; H 0.14; H 0.24; H 0.38; H 0.41; H -0.49; H 0.06; H 0.36; H 0.29; H 0.47; H 0.34; H 0.27; H 0.53; H 0.33; H 0.38; H 0.50; H 0.19; H 0.57; H 0.40; H 0.30; H 0.09; H 0.29; H 0.32; H 0.25; H 0.33; H 0.08; H 0.12; H 0.38; H 0.39; H 0.34; H 0.31; H 0.29; H 0.24; H 0.35; H 0.28; H 0.18; H 0.27; H 0.41; C -0.54; S 0.37; O -0.48; C -0.80; H 0.31; H -0.01; H 0.42; H 0.05; H 0.40; H 0.33; C -0.16; S 0.42; O -0.67; C -0.12; H 0.44; H -0.06; H -0.09; H 0.23; H -0.09; H 0.13; C -0.74; S 0.40; O -0.51; C -0.82